{"formula": "C19H28BN7SiSn", "method": "the ωB97M-V functional and the def2-TZVPD basis", "homo_ha": -0.48533, "e_lumo_ha": -0.290, "relative_energy_kj_mol": 141.3, "e_tot_ev": -44958.349, "charge": 2, "gap_ev": 5.313, "species": ["H", "N", "B", "N", "C", "Sn", "H", "C", "H", "C", "H", "C", "H", "H", "H", "N", "N", "N", "N", "C", "C", "H", "H", "C", "C", "C", "C", "H", "H", "H", "H", "H", "C", "Si", "C", "C", "N", "C", "C", "C", "C", "C", "C", "H", "H", "H", "H", "H", "H", "H", "H", "H", "H", "H", "H", "H", "H"], "coordinates": [[-0.40099, 2.69289, 0.51403], [-0.04761, 1.41035, -1.15577], [0.55370, 0.43749, -3.43715], [0.45226, 1.61767, -2.41391], [0.70850, 2.92329, -2.57789], [-0.61616, -0.62366, -0.54981], [1.09455, 3.28051, -3.52219], [0.37820, 3.57752, -1.39869], [0.45048, 4.62958, -1.20085], [-0.07555, 2.60102, -0.51288], [0.94970, 0.80740, -4.50540], [-1.65828, -2.46805, 0.23679], [-1.84096, -2.52991, 1.31813], [-0.62930, -2.80151, 0.01166], [-2.34139, -3.09389, -0.35735], [-0.89512, -0.14505, -3.50983], [1.44061, -0.70277, -2.83907], [-1.54384, -0.59852, -2.38419], [1.12043, -1.32073, -1.64454], [-1.71492, -0.27095, -4.55480], [2.53366, -1.28542, -3.34929], [-1.38129, 0.05015, -5.52458], [2.94218, -0.93529, -4.28742], [-2.90743, -0.83203, -4.11130], [2.92926, -2.30441, -2.49115], [-2.77870, -1.04740, -2.74771], [2.02964, -2.30514, -1.42800], [-3.76807, -1.05944, -4.70525], [3.76832, -2.96165, -2.62182], [-3.45746, -1.48030, -2.02448], [2.01241, -2.92965, -0.54621], [-2.16186, -1.21848, -0.08113], [-2.88490, 1.09143, 1.48921], [-1.41075, 0.62768, 2.54869], [-0.85880, 2.19485, 3.39614], [-1.95687, -0.65694, 3.78504], [-0.08557, 0.00425, 1.55036], [1.20365, -0.08615, 2.06007], [2.30897, -0.12612, 1.17381], [3.60802, -0.30961, 1.63858], [3.85079, -0.41063, 3.01746], [2.77995, -0.32393, 3.91458], [1.47288, -0.15709, 3.45316], [-3.61748, 1.51301, 2.19618], [-3.36764, 0.24439, 0.98691], [-2.66249, 1.86725, 0.74459], [-1.72341, 2.63125, 3.91742], [-0.06766, 2.01403, 4.13389], [-0.48739, 2.93250, 2.67260], [-2.22908, -1.60340, 3.30112], [-1.19384, -0.86841, 4.54412], [-2.84464, -0.26734, 4.30564], [2.10868, -0.02313, 0.10300], [4.43361, -0.36938, 0.92280], [4.86954, -0.55196, 3.38586], [2.95601, -0.38673, 4.98921], [0.65344, -0.09345, 4.17160]], "forces_ev_per_angstrom": [[0.053, -0.114, -0.189], [0.151, -0.012, 0.078], [-0.132, 0.265, 0.728], [-0.143, -0.288, -0.001], [-0.225, -0.316, 0.392], [6.355, 5.014, 1.030], [-0.003, 0.060, 0.161], [-0.018, 0.058, 0.234], [0.071, 0.114, 0.010], [0.284, -0.244, -1.063], [-0.108, -0.166, 0.238], [-2.776, 0.290, -0.032], [0.112, 0.310, -0.378], [-0.065, 0.383, -0.064], [0.180, 0.236, 0.211], [-0.447, -0.145, 0.398], [-0.233, -0.046, 0.457], [-0.849, -0.569, -0.894], [-0.122, -0.362, -0.065], [0.061, -0.154, 0.898], [-0.498, -0.041, 0.558], [-0.092, -0.025, -0.172], [0.003, -0.088, 0.125], [-0.541, -0.273, 0.115], [0.017, -0.184, 0.284], [1.017, 0.654, -0.828], [0.037, 0.699, -0.952], [-0.170, -0.051, -0.169], [0.074, -0.053, 0.012], [-0.027, 0.120, -0.182], [-0.029, 0.112, -0.016], [-0.894, -4.087, 1.614], [0.275, -0.096, -0.334], [0.193, 0.183, 0.587], [0.034, -0.032, 0.040], [-0.173, 0.132, 0.100], [-2.274, -0.525, -2.233], [2.100, -0.425, -0.023], [-0.430, -0.071, 0.414], [-0.027, 0.022, 0.369], [-0.120, -0.012, -0.172], [0.097, 0.158, -0.423], [-0.223, -0.137, -0.583], [0.081, -0.186, -0.305], [-0.247, 0.047, -0.005], [-0.118, -0.110, 0.117], [0.225, -0.044, -0.101], [-0.218, 0.160, -0.186], [-0.058, -0.069, 0.231], [-0.044, 0.087, 0.195], [-0.251, -0.021, -0.198], [0.153, -0.242, -0.067], [0.259, 0.072, 0.417], [-0.273, 0.066, 0.314], [-0.388, 0.048, -0.126], [-0.030, 0.021, -0.320], [0.411, -0.126, -0.246]]}